Formula: C15H13F7N2O3
Source: the OMol25 dataset
Level of theory: the ωB97M-V functional and the def2-TZVPD basis

XYZ file:
```
40
C15H13F7N2O3 the ωB97M-V functional and the def2-TZVPD basis
C -4.60 -3.56 0.86
H -5.09 -4.39 0.38
O -4.29 -2.60 -0.34
C -3.65 -1.61 -0.15
C -3.11 -1.36 0.93
C -2.44 -0.12 1.20
C -2.25 0.62 0.18
C -2.76 0.38 -1.32
C -3.56 -0.75 -1.35
H -3.93 -1.13 -2.19
H -2.69 1.17 -2.06
C -1.39 2.02 0.06
O -1.11 2.38 1.07
N -0.58 2.37 -0.96
N 0.45 3.15 -1.03
C 1.57 2.77 -0.22
C 1.94 1.33 0.02
C 3.11 0.99 0.55
O 4.28 1.77 0.59
C 3.12 -0.45 0.91
F 1.92 -0.91 1.23
F 3.98 -0.70 1.86
C 3.42 -1.22 -0.43
F 4.63 -1.11 -0.71
F 2.63 -0.74 -1.74
C 3.24 -2.83 -0.31
F 1.86 -3.28 -0.24
F 3.76 -3.18 0.77
F 3.56 -3.58 -1.23
H 1.16 0.71 -0.07
C 2.65 3.99 -0.22
H 3.52 3.61 -0.85
H 2.97 3.98 0.90
H 2.23 4.71 -0.51
H 0.18 4.08 -0.89
H -0.49 1.81 -1.71
H -1.91 0.29 1.91
H -3.27 -1.75 2.24
H -5.22 -3.03 1.60
H -3.82 -3.82 1.25
```

Computed properties:
- Relative energy (zero: lowest compared OMol25 entry of this formula, charge and spin): 325.3 kcal/mol
- Max |F|: 15.6 eV/Å

Table of natural (NBO) atomic charges, one value per atom, all in e: C -0.2026; H 0.2016; O -0.4604; C 0.2721; C -0.2937; C -0.2291; C -0.0735; C -0.2115; C -0.2031; H 0.2046; H 0.2159; C 0.6657; O -0.5700; N -0.4828; N -0.3864; C 0.4389; C -0.4384; C 0.3734; O -0.6293; C 0.5735; F -0.3090; F -0.2733; C 0.6012; F -0.2612; F -0.3977; C 0.9365; F -0.3919; F -0.2776; F -0.2618; H 0.2301; C -0.5969; H 0.2702; H 0.2559; H 0.1541; H 0.3741; H 0.3801; H 0.2352; H 0.2123; H 0.1940; H 0.1606

=====

Formula: C15H13N3O3PtS3
Source: the OMol25 dataset
Level of theory: the ωB97M-V functional and the def2-TZVPD basis

XYZ file:
```
38
C15H13N3O3PtS3 the ωB97M-V functional and the def2-TZVPD basis
Pt -1.47 -1.32 0.14
O 0.17 3.51 -2.12
C -0.96 3.86 -1.55
C -1.36 5.21 -1.68
C -2.53 5.67 -1.13
C -3.32 4.75 -0.42
C -2.96 3.40 -0.27
C -1.78 2.89 -0.81
C -1.44 1.53 -0.64
O -2.17 0.72 0.01
N -0.22 1.07 -1.23
N -0.02 -0.18 -1.06
C 1.11 -0.69 -1.57
S 1.43 -2.37 -1.39
C 3.13 -2.21 -2.00
C 3.14 -1.16 -3.09
S 2.21 0.27 -2.47
H 0.34 2.55 -1.95
H -0.69 5.85 -2.24
H -2.84 6.69 -1.23
H -4.25 5.08 0.02
H -3.61 2.74 0.29
H 3.44 -3.19 -2.38
H 3.78 -1.93 -1.17
H 2.66 -1.53 -4.00
H 4.15 -0.83 -3.33
O -0.24 -1.11 1.90
N 0.05 -2.27 2.49
C 0.85 -2.19 3.58
C 1.19 -3.31 4.28
C 0.71 -4.55 3.85
C -0.09 -4.61 2.74
C -0.43 -3.45 2.04
S -1.45 -3.51 0.63
H 1.15 -1.18 3.82
H 1.83 -3.21 5.15
H 0.96 -5.45 4.39
H -0.48 -5.55 2.38
```

Computed properties:
- 2S+1: 6
- Relative energy (zero: lowest compared OMol25 entry of this formula, charge and spin): 0.0 kcal/mol
- Max |F|: 0.3 eV/Å
- Net charge: +1

Table of natural (NBO) atomic charges, one value per atom, all in e: Pt 0.9642; O -0.5674; C 0.4124; C -0.1500; C -0.3034; C -0.0034; C -0.1464; C -0.1856; C 0.4401; O -0.6534; N -0.2914; N -0.2874; C -0.1874; S 0.4322; C -0.5377; C -0.5289; S 0.3787; H 0.5162; H 0.2450; H 0.2429; H 0.2281; H 0.2417; H 0.2565; H 0.2368; H 0.2387; H 0.2558; O -0.5808; N 0.0134; C 0.0296; C -0.2353; C -0.1532; C -0.2189; C 0.0197; S -0.0995; H 0.2459; H 0.2461; H 0.2401; H 0.2463